CF4MgO3P | the ωB97M-V functional and the def2-TZVPD basis

XYZ file:
```
10
Properties=species:S:1:pos:R:3:forces:R:3:mulliken_charge:R:1
C -1.711039 -0.287015 0.061295 -0.069 -1.022 0.810 0.643
O -0.604539 0.587972 -0.624426 -0.080 0.882 0.201 -0.574
O -0.916269 -1.163492 0.627169 1.906 1.715 -1.064 -0.405
O -2.875372 -0.131177 0.039710 1.553 0.598 -0.523 -0.371
Mg 0.420232 2.360761 -0.254972 -0.046 -2.308 0.237 1.458
P 0.695378 -0.349677 0.001918 -1.594 -2.960 0.253 1.512
F 1.740657 0.768704 -0.746462 -0.169 0.293 0.325 -0.347
F 0.784056 0.796276 1.269470 -0.526 0.539 -0.393 -0.407
F 1.605308 -1.284322 0.889216 -0.461 1.261 -0.839 -0.217
F 0.861584 -1.298029 -1.262917 -0.514 1.002 0.993 -0.293
```
Forces are in eV/Å.

The calculation puts the energy at -1204.638765 hartree. The frontier orbital gap is 7.742 eV. Its total charge is +1. As for the multiplicity: 1. As for the HOMO energy: -0.593 hartree.

=====

CF5KMgO3P | the ωB97M-V functional and the def2-TZVPD basis

XYZ file:
```
12
Properties=species:S:1:pos:R:3:forces:R:3:mulliken_charge:R:1
P -1.219086 -0.523356 0.780167 -3.185 0.796 0.687 1.389
F -2.387108 0.535135 0.922037 1.033 -0.663 -0.198 -0.243
F 1.022766 -1.550494 1.216247 0.406 1.128 -0.048 -0.689
F -2.157766 -1.646361 0.144252 1.585 0.491 0.342 -0.283
F -1.365061 -1.211489 2.204660 0.872 0.401 -1.298 -0.228
F -0.170742 0.603890 1.528531 0.195 -0.117 -0.038 -0.426
O -0.680907 -0.146375 -0.717085 0.030 -0.612 1.155 -0.342
O 0.369225 0.740195 -2.443707 -0.154 0.062 0.702 -0.656
C 0.405773 0.491962 -1.246165 0.520 -0.117 -1.619 0.870
O 1.429105 0.711767 -0.523181 1.286 0.414 1.295 -0.633
K 2.941608 1.812642 -3.183969 -0.574 -0.222 0.081 0.978
Mg 1.812195 0.182485 1.318213 -2.014 -1.560 -1.061 1.263
```
Forces are in eV/Å.

The calculation puts the energy at -1904.609918 hartree. The frontier orbital gap is 8.491 eV. Its total charge is +1. As for the multiplicity: 1. As for the HOMO energy: -0.522 hartree.

=====

CF5NaO3PTl | the ωB97M-V functional and the def2-TZVPD basis

XYZ file:
```
12
Properties=species:S:1:pos:R:3:forces:R:3:mulliken_charge:R:1
P 1.405552 0.054742 0.112663 2.182 -0.435 0.261 1.341
F 2.298704 0.899706 -0.933131 -0.884 -0.520 0.668 -0.315
F 0.328959 -1.199203 1.203080 1.838 2.213 -0.118 -0.545
F 2.181983 0.693170 1.382980 -1.280 -0.880 -0.694 -0.319
F 2.446574 -1.189345 0.103640 -0.851 0.761 0.091 -0.315
F 0.619696 -0.693518 -1.162182 0.678 0.838 0.116 -0.402
O 0.249172 1.240888 0.235236 -0.563 -0.606 0.075 -0.423
O -1.631370 2.365863 0.020044 -0.359 -0.448 -0.008 -0.802
C -1.106329 1.247247 0.037111 1.535 1.380 0.159 1.009
O -1.723809 0.158447 -0.112602 -1.550 1.527 0.047 -0.803
Na -3.698880 1.412666 -0.312399 0.505 0.085 0.075 1.002
Tl -1.149400 -1.886409 -0.269093 -1.251 -3.917 -0.673 0.573
```
Forces are in eV/Å.

The calculation puts the energy at -1439.560201 hartree. The frontier orbital gap is 7.879 eV. Its total charge is 0. As for the multiplicity: 1. As for the HOMO energy: -0.347 hartree.

=====

CF6N2 | the ωB97M-V functional and the def2-TZVPD basis

XYZ file:
```
9
Properties=species:S:1:pos:R:3:forces:R:3:mulliken_charge:R:1
C 0.338761 0.280540 0.461593 -3.742 0.649 0.267 0.795
N -1.657607 0.078128 0.227686 2.285 0.666 -0.227 0.077
N 1.152647 -0.512915 -0.435548 -1.338 -1.911 0.348 0.098
F 0.488420 0.095413 1.760959 0.396 -1.408 -0.859 -0.197
F 0.411733 1.562035 0.294414 0.038 1.006 -1.009 -0.220
F -2.112942 -1.073689 0.772116 0.560 -0.339 0.359 -0.133
F -1.932695 -0.140720 -1.107419 0.530 0.178 0.191 -0.149
F 0.899642 -0.165613 -1.743824 -0.345 0.468 0.651 -0.135
F 2.412038 -0.123180 -0.229977 1.617 0.689 0.278 -0.137
```
Forces are in eV/Å.

The calculation puts the energy at -746.470088 hartree. The frontier orbital gap is 10.143 eV. Its total charge is 0. As for the multiplicity: 1. As for the HOMO energy: -0.394 hartree.

=====

CFI2O2S | the ωB97M-V functional and the def2-TZVPD basis

XYZ file:
```
7
Properties=species:S:1:pos:R:3:forces:R:3:mulliken_charge:R:1
C -1.749892 1.491514 -0.196701 -1.073 -0.011 -1.076 -0.263
O 0.869573 -1.800209 -1.181193 0.610 0.157 -0.001 -0.353
O 2.952625 -1.377762 0.131681 -0.305 0.092 -0.468 -0.432
F -1.479852 1.419812 -1.558669 0.239 0.481 0.272 -0.141
S 1.513553 -1.497608 0.068183 -0.256 -0.527 0.438 0.581
I -2.731322 -0.553621 -0.003260 -0.279 -0.369 0.360 -0.277
I 0.199182 1.283600 0.762938 1.063 0.177 0.474 -0.114
```
Forces are in eV/Å.

The calculation puts the energy at -1282.030832 hartree. The frontier orbital gap is 6.540 eV. Its total charge is -1. As for the multiplicity: 1. As for the HOMO energy: -0.140 hartree.

=====

CFLi4O3 | the ωB97M-V functional and the def2-TZVPD basis

XYZ file:
```
9
Properties=species:S:1:pos:R:3:forces:R:3:mulliken_charge:R:1
Li 1.406688 1.322093 -2.835221 0.135 0.080 0.810 0.969
Li -1.233683 0.631372 -1.556134 0.239 -0.962 1.370 0.901
Li 1.778766 -0.004343 0.448624 -1.698 -1.137 0.805 0.822
Li -0.961829 1.573147 1.129773 0.847 -1.458 0.616 0.888
C -0.350329 -1.204290 0.879136 -1.525 -2.678 -1.956 0.620
O -1.552607 -1.567002 0.654166 -0.374 1.586 -0.140 -0.653
O -0.082105 -0.101173 1.477231 0.880 2.744 0.919 -0.890
O 0.582170 -1.941982 0.401410 1.855 1.525 -0.011 -0.759
F 0.412927 1.292178 -0.598984 -0.359 0.299 -2.414 -0.897
```
Forces are in eV/Å.

The calculation puts the energy at -393.710413 hartree. The frontier orbital gap is 3.361 eV. Its total charge is +1. As for the multiplicity: 1. As for the HOMO energy: -0.357 hartree.

=====

CFN3O2 | the ωB97M-V functional and the def2-TZVPD basis

XYZ file:
```
7
Properties=species:S:1:pos:R:3:forces:R:3:mulliken_charge:R:1
C -0.060377 0.759075 1.516555 0.222 0.943 0.702 0.565
N -0.560907 1.576325 2.184602 0.163 -0.183 -0.410 -0.308
N 0.342274 -0.313692 0.889987 1.263 -1.358 -1.061 -0.214
N -0.462271 -0.529530 -1.514935 -1.390 -1.693 5.637 0.886
O -1.068499 -1.521848 -1.514704 -0.693 -1.236 -1.472 -0.419
O 0.078620 0.269295 -2.089747 2.153 3.011 -4.027 -0.374
F 1.731160 -0.239625 0.528242 -1.717 0.515 0.631 -0.135
```
Forces are in eV/Å.

The calculation puts the energy at -452.430379 hartree. The frontier orbital gap (spin up / spin down) is 6.391 / 10.617 eV. Its total charge is 0. As for the multiplicity: 1. As for the HOMO energy (spin up / spin down): -0.344 / -0.420 hartree.

=====

CFNO2S2 | the ωB97M-V functional and the def2-TZVPD basis

XYZ file:
```
7
Properties=species:S:1:pos:R:3:forces:R:3:mulliken_charge:R:1
C -2.603108 0.135986 -0.017607 0.358 -0.801 -0.048 0.348
N -3.082391 1.188761 0.018088 -0.442 0.999 0.050 -0.291
O 1.086095 -0.561805 0.335523 0.812 0.378 0.474 -0.306
O 3.368577 -1.139776 -0.453945 0.268 0.235 0.426 -0.350
F 2.694315 1.271871 -0.279847 -0.191 -2.146 1.019 -0.237
S -1.938830 -1.349953 -0.077359 0.097 -0.199 -0.007 -0.058
S 2.513441 -0.309323 0.344744 -0.903 1.534 -1.913 0.894
```
Forces are in eV/Å.

The calculation puts the energy at -1139.458500 hartree. The frontier orbital gap (spin up / spin down) is 6.194 / 6.685 eV. Its total charge is 0. As for the multiplicity: 1. As for the HOMO energy (spin up / spin down): -0.385 / -0.372 hartree.

=====

CFNO4 | the ωB97M-V functional and the def2-TZVPD basis

XYZ file:
```
7
Properties=species:S:1:pos:R:3:forces:R:3:mulliken_charge:R:1
O -0.799140 -1.269643 -1.706026 -3.024 -1.192 -2.272 -0.272
C 0.004178 -0.824284 -1.045264 2.924 2.039 4.641 0.566
F 1.289807 -0.776229 -1.315802 0.295 0.357 -0.242 -0.162
O -0.149790 -0.492611 0.364445 -0.568 -0.695 -0.718 -0.357
N -0.134386 0.855289 1.088362 1.117 -0.403 -3.774 1.163
O -0.312597 0.723540 2.200449 -0.816 -0.975 3.431 -0.449
O 0.101928 1.783936 0.413836 0.072 0.868 -1.065 -0.490
```
Forces are in eV/Å.

The calculation puts the energy at -493.531982 hartree. The frontier orbital gap is 12.434 eV. Its total charge is 0. As for the multiplicity: 1. The structure (SMILES) is O=C(F)O[N+](=O)[O-]. As for the HOMO energy: -0.463 hartree.

=====

CH10ClN2O4Zn | the ωB97M-V functional and the def2-TZVPD basis

XYZ file:
```
19
Properties=species:S:1:pos:R:3:forces:R:3:mulliken_charge:R:1
C 0.699690 -1.631646 -0.799344 0.547 -3.268 -1.979 -2.397
Zn -0.082474 0.200846 -0.128020 0.271 1.938 -0.400 0.316
N -1.136209 1.607338 0.723620 -1.323 0.178 1.162 -1.548
N 1.497013 1.329683 -1.140117 -0.244 -1.393 0.283 -1.239
H -0.622332 1.660643 1.603294 0.099 0.576 0.064 0.522
H -0.163065 -0.986855 -1.267722 0.710 -0.819 0.176 0.508
H 0.257373 -2.586506 -0.481562 -0.263 0.152 -0.396 0.654
H 1.480441 -1.536052 -0.060592 -0.046 1.453 0.722 0.374
H 1.308004 -1.800044 -1.719383 -0.615 0.071 0.294 0.406
H 1.927651 1.916586 -0.432311 0.425 0.439 -0.010 0.446
H 1.120740 1.887958 -1.912532 0.027 -0.063 0.131 0.095
H 2.178712 0.628984 -1.502333 -0.208 0.769 0.070 0.439
H -1.114714 2.482460 0.226280 -0.305 0.404 -0.116 0.391
H -2.083806 1.286242 1.015532 0.658 0.551 -0.681 0.587
O -2.310857 -0.736963 1.647361 1.985 -1.014 0.799 -0.336
Cl -1.078237 -1.211442 2.333386 0.272 0.961 0.180 1.193
O -1.172518 -1.014497 3.750696 -0.232 -0.105 -0.519 -0.614
O -0.764822 -2.582935 2.015966 -0.377 0.917 -0.198 -0.458
O 0.114149 -0.316472 1.886925 -1.382 -1.748 0.418 -0.339
```
Forces are in eV/Å.

The calculation puts the energy at -2693.732563 hartree. The frontier orbital gap (spin up / spin down) is 3.214 / 2.945 eV. Its total charge is -1. As for the multiplicity: 1. As for the HOMO energy (spin up / spin down): -0.026 / -0.015 hartree.

=====

CH10N2O4 | the ωB97M-V functional and the def2-TZVPD basis

XYZ file:
```
17
Properties=species:S:1:pos:R:3:forces:R:3:mulliken_charge:R:1
N 0.942092 -0.264148 1.255007 2.657 -0.031 -0.848 -0.333
C 1.539702 0.179661 0.010631 -2.108 3.048 3.688 0.488
N 1.196600 -0.325646 -1.145834 -1.671 -2.237 -3.907 -0.443
O 2.054953 1.286024 0.015401 1.819 0.370 0.441 -0.640
H 0.472125 -1.146131 1.132239 -0.054 -0.453 0.640 0.216
H 1.670984 -0.194143 2.034887 -1.695 -0.307 -1.576 0.251
H 1.486953 0.292799 -1.930769 -0.408 -0.756 1.089 0.269
H 0.257940 -0.764543 -1.317830 1.423 0.556 0.639 0.217
O -1.854985 -0.122640 -1.481485 0.488 -1.109 -0.537 -0.576
H -2.267573 0.097423 -2.318149 -0.217 0.212 0.119 0.264
H -2.189437 0.438860 -0.793162 -0.177 0.885 0.536 0.325
O -1.196595 -2.360687 0.739696 -0.367 -0.198 -3.024 -0.693
H -0.834022 -2.760119 -0.122267 -0.558 0.559 2.019 0.338
H -1.947442 -1.847758 0.329969 0.965 -0.461 0.872 0.328
O -1.369928 1.797048 0.737679 1.438 -0.148 -3.104 -0.628
H -0.450075 2.074882 0.452851 -1.470 -0.586 0.715 0.335
H -1.476069 2.061357 1.613912 -0.066 0.654 2.237 0.284
```
Forces are in eV/Å.

The calculation puts the energy at -454.583432 hartree. The frontier orbital gap is 9.847 eV. Its total charge is 0. As for the multiplicity: 1. The structure (SMILES) is NC(N)=O.O.O.O. As for the HOMO energy: -0.348 hartree.

=====

CH10N2P4 | the ωB97M-V functional and the def2-TZVPD basis

XYZ file:
```
17
Properties=species:S:1:pos:R:3:forces:R:3:mulliken_charge:R:1
C 3.845034 -0.311428 0.322888 -1.693 -0.904 -3.412 -0.560
N -0.717295 2.286266 -0.384009 0.353 -0.289 1.052 -0.364
N -2.670538 -1.251329 0.725281 0.609 0.092 0.963 -0.434
P 0.076722 -1.160797 -0.638144 -2.429 -1.577 -0.362 -0.296
P 2.381071 0.445426 -0.035974 1.488 0.585 1.311 -0.015
P -2.014094 1.258315 -0.479619 0.079 -0.399 -1.178 -0.111
P -1.367316 -0.196856 0.951046 1.587 -1.593 -0.379 0.042
H 4.355963 -0.155892 1.203319 0.852 0.161 1.945 0.300
H 4.268722 -1.057862 -0.406920 -0.194 1.014 0.905 0.207
H -0.588477 2.853749 -1.167709 0.631 0.981 -0.934 0.218
H -0.165468 2.462436 0.449349 -0.236 0.121 -0.412 0.247
H -3.321093 -0.919050 0.052422 -1.074 -0.484 -0.169 0.222
H -2.933379 -1.764475 1.553792 -0.681 0.147 -0.412 0.246
H -1.060641 -2.044487 -1.271825 1.607 1.282 0.977 0.125
H 0.685655 -2.274575 0.050805 -0.428 0.528 0.026 0.100
H 2.142769 0.056387 -1.329144 0.536 -0.220 -0.855 0.048
H -2.917629 1.774177 0.404447 -1.007 0.556 0.935 0.024
```
Forces are in eV/Å.

The calculation puts the energy at -1518.912771 hartree. The frontier orbital gap is 7.844 eV. Its total charge is 0. As for the multiplicity: 1. As for the HOMO energy: -0.287 hartree.

=====

Copy entry 4 word for word.
CF6N2 | the ωB97M-V functional and the def2-TZVPD basis

XYZ file:
```
9
Properties=species:S:1:pos:R:3:forces:R:3:mulliken_charge:R:1
C 0.338761 0.280540 0.461593 -3.742 0.649 0.267 0.795
N -1.657607 0.078128 0.227686 2.285 0.666 -0.227 0.077
N 1.152647 -0.512915 -0.435548 -1.338 -1.911 0.348 0.098
F 0.488420 0.095413 1.760959 0.396 -1.408 -0.859 -0.197
F 0.411733 1.562035 0.294414 0.038 1.006 -1.009 -0.220
F -2.112942 -1.073689 0.772116 0.560 -0.339 0.359 -0.133
F -1.932695 -0.140720 -1.107419 0.530 0.178 0.191 -0.149
F 0.899642 -0.165613 -1.743824 -0.345 0.468 0.651 -0.135
F 2.412038 -0.123180 -0.229977 1.617 0.689 0.278 -0.137
```
Forces are in eV/Å.

The calculation puts the energy at -746.470088 hartree. The frontier orbital gap is 10.143 eV. Its total charge is 0. As for the multiplicity: 1. As for the HOMO energy: -0.394 hartree.